Formula: C10H18ClIN2OPTi
Source: the Open Molecules 2025 dataset
Level of theory: ωB97M-V/def2-TZVPD

```
35
Properties=species:S:1:pos:R:3
H -2.32 0.97 -3.11
C -1.32 1.18 -3.49
H -1.40 -2.19 -1.58
H 0.98 2.77 -3.76
H 0.62 -2.27 5.86
C -0.75 2.98 -1.31
H 0.66 -2.99 1.23
C -0.40 -2.65 -1.84
C 1.47 0.79 -0.10
I 2.21 -1.75 -2.02
C 0.55 -2.35 3.31
H 1.97 2.51 -2.29
H 1.78 1.19 -3.50
H -0.66 0.90 1.70
H -1.32 2.08 -4.13
H -0.95 3.75 -2.06
H -0.36 -2.70 -2.93
H 0.89 -3.26 3.78
H -0.58 0.73 4.22
H 0.01 -0.59 6.05
N 0.26 -1.39 5.48
P -0.17 1.42 -2.07
C 1.29 2.04 -3.00
Ti 0.06 -0.92 -0.73
C 0.51 -2.16 1.94
C -0.28 -0.07 3.57
N 0.23 -0.95 1.41
C 0.16 -1.28 4.14
Cl -2.25 -0.25 -0.55
H 0.01 3.36 -0.62
H -1.67 2.77 -0.76
H -0.92 0.34 -4.07
H -0.21 -3.63 -1.40
O 2.15 1.59 0.39
C -0.24 0.04 2.21
```

Calculated total energy in Ha: -2524.75551
F_max in eV/A: 4.93
Total charge: +2
2S+1: 2


Formula: CH2N4OS
Source: the Open Molecules 2025 dataset
Level of theory: ωB97M-V/def2-TZVPD

```
9
Properties=species:S:1:pos:R:3
H 0.87 2.22 0.91
O -0.37 -1.97 -0.20
N 1.42 -0.66 0.09
S -2.47 -0.36 0.00
N 0.57 1.48 -0.23
N 0.25 0.16 0.01
C -0.91 -0.66 0.16
N 1.00 -1.88 -0.01
H -0.36 1.68 -0.73
```

Calculated total energy in Ha: -731.54841
F_max in eV/A: 5.33
Total charge: 0
2S+1: 1


Formula: C23H23BBr2F4O13S
Source: the Open Molecules 2025 dataset
Level of theory: ωB97M-V/def2-TZVPD

```
67
Properties=species:S:1:pos:R:3
O -3.17 4.72 0.24
H -1.99 5.67 -2.30
C 0.82 -2.25 1.76
F 2.45 7.16 0.87
O 2.07 -1.76 1.56
C -0.65 0.09 -0.97
O 2.82 -3.83 -4.16
C 4.09 4.39 1.85
C 2.13 -4.04 1.42
C -5.95 2.22 -1.59
C -4.81 2.56 -3.68
C 2.03 -4.35 -3.19
H 3.38 -2.86 2.73
H 4.19 -2.56 -3.27
O 0.86 -3.60 1.87
C -1.11 -4.82 4.39
F 4.86 -4.06 -1.39
C -5.00 2.99 -0.95
H -2.69 -5.06 5.90
H 2.06 -4.32 0.37
C -0.70 1.57 -1.15
O 4.04 5.58 1.19
Br -0.51 2.51 0.49
H 4.89 -3.79 -4.35
H 3.83 -2.72 1.01
F -2.81 -6.48 4.51
O 0.87 -4.55 -3.28
C -0.82 2.29 -2.27
H -6.59 1.39 -3.48
Br -0.96 1.34 -3.92
C -2.95 4.39 -0.91
C -5.86 2.00 -2.97
O -1.15 -6.40 6.04
H -0.38 -0.41 -1.90
H -0.82 -5.36 3.49
C 3.00 -2.84 1.70
S 0.39 4.55 -3.64
C -3.94 3.55 -1.66
O 2.78 -4.61 -2.07
C -1.70 4.87 -1.61
H 1.78 5.68 2.78
C 2.70 5.83 0.83
O 2.84 4.00 2.20
O 0.87 -5.92 6.93
O 5.07 3.78 2.07
H -3.05 3.78 -3.60
C -3.85 3.33 -3.03
C 0.01 -5.69 6.15
C 1.93 5.07 1.89
B -0.82 3.85 -2.43
H -1.06 5.34 -0.85
H -4.73 2.41 -4.75
F 2.51 -5.13 2.13
C 4.12 -3.59 -3.61
H 0.11 -0.14 -0.23
H -5.07 3.17 0.12
H -1.50 -3.84 4.12
C 4.14 -4.55 -2.43
H -6.76 1.79 -1.02
H 4.50 -5.55 -2.67
H 2.53 5.47 -0.19
H 0.98 4.68 1.54
C -2.05 -5.64 5.25
O -0.16 -1.59 1.81
O 0.03 -4.68 5.25
H -1.59 -0.30 -0.59
H -0.49 5.27 -4.35
```

SMILES string: C/C(Br)=C(\Br)B(S)CC(=O)c1ccccc1.O=C1OC[C@@H](F)O1.O=C1OC[C@@H](F)O1.O=C1OC[C@@H](F)O1.O=C1OC[C@@H](F)O1
Calculated total energy in Ha: -7838.95977
F_max in eV/A: 0.57
Total charge: 0
2S+1: 1


Formula: C5H8S2
Source: the Open Molecules 2025 dataset
Level of theory: ωB97M-V/def2-TZVPD

```
15
Properties=species:S:1:pos:R:3
S 1.83 2.66 -0.63
H -0.69 -1.25 -1.26
C 0.16 0.51 -0.75
H 0.16 -0.85 1.62
C -1.08 1.28 0.34
H 1.87 0.50 0.46
H -0.16 0.79 -1.79
C 0.02 -0.95 -0.55
C 1.32 1.14 -0.20
H 0.20 -2.48 0.70
C -0.17 -1.53 0.80
H -1.16 -1.56 1.12
H 1.00 -1.26 -1.05
S -2.63 0.76 0.36
H -0.68 2.22 0.82
```

SMILES string: CCC(C=S)C=S
Calculated total energy in Ha: -991.57366
F_max in eV/A: 4.78
Total charge: 0
2S+1: 1